[1]
Entry from the Open Molecules 2025 dataset: a single C25H28N4O4S molecule at a distorted geometry (ωB97M-V/def2-TZVPD).

The geometry in XYZ format:
```
62
Properties=species:S:1:pos:R:3:forces:R:3:mulliken_charge:R:1
C 2.1534 5.5359 -1.7952 -0.02 0.01 -0.01 -1.506
C 1.3646 4.3458 -1.3414 -0.10 -0.06 0.01 0.797
C 0.4635 3.7325 -2.2067 0.00 0.01 -0.01 -0.532
C -0.2806 2.6466 -1.7856 0.04 0.06 -0.05 -0.929
C -0.1367 2.1448 -0.5051 0.01 0.04 0.20 0.215
C 0.7755 2.7363 0.3653 -0.17 0.05 -0.50 -0.297
N 0.9605 2.2888 1.6774 0.50 0.08 0.05 0.008
C 0.4301 1.1566 2.2488 -0.04 -0.25 0.23 0.082
S -0.2853 1.3123 3.7388 -0.29 0.26 0.60 -0.375
N 0.5569 -0.0193 1.6088 0.06 0.51 0.09 0.458
C 1.5357 -0.2814 0.5737 0.58 -0.07 -0.24 -0.690
C 2.8562 -0.7955 1.1751 -0.21 0.01 -0.10 -1.019
N 3.6265 -1.4806 0.1563 0.04 0.07 0.08 0.256
C 3.1985 -2.8591 -0.0333 0.14 -0.11 -0.34 -0.062
C 3.9541 -3.4517 -1.2205 -0.35 -0.06 0.13 -0.848
O 5.3489 -3.4068 -1.0195 0.08 -0.15 0.04 -0.381
C 5.7701 -2.0829 -0.7996 0.12 0.32 0.25 -0.674
C 5.0576 -1.4585 0.4013 0.15 -0.12 -0.30 -0.517
C -0.1849 -1.1793 2.0756 -0.33 -0.20 0.10 -2.333
C -1.4527 -1.3201 1.2755 -0.01 0.09 0.27 0.573
C -2.5927 -0.6700 1.6094 0.28 -0.27 -0.10 -0.135
C -3.7778 -0.7694 0.8252 -0.08 -0.29 -0.48 0.759
C -4.9629 -0.0900 1.1746 -0.42 -0.06 -0.29 -1.511
C -6.0479 -0.2571 0.3657 0.29 -0.30 -0.27 0.935
C -6.0004 -1.0749 -0.7790 0.26 0.24 0.48 0.817
C -4.8657 -1.7448 -1.1459 -0.33 0.09 -0.04 -1.114
C -3.7381 -1.5841 -0.3245 -0.40 0.52 0.52 -0.243
N -2.5684 -2.2205 -0.6326 0.17 -0.28 -0.28 0.041
C -1.3899 -2.1416 0.0756 -0.32 0.06 -0.10 0.461
O -0.3978 -2.7337 -0.3243 0.28 -0.20 -0.06 -0.794
O -7.2138 -1.0612 -1.3932 0.49 -0.27 -0.14 -0.496
C -8.0403 -0.2178 -0.6160 -1.24 0.33 -0.18 -0.260
O -7.3017 0.2786 0.4767 0.27 0.09 0.27 -0.496
C 1.5103 3.8413 -0.0606 -0.07 -0.12 0.01 -0.486
H 1.4868 6.3749 -1.9926 0.02 0.09 -0.02 0.338
H 2.6845 5.3100 -2.7183 0.07 0.04 -0.05 0.344
H 2.8754 5.8384 -1.0412 0.07 0.06 0.01 0.347
H 0.3422 4.1162 -3.2086 -0.01 0.04 -0.13 0.407
H -0.9901 2.1857 -2.4568 -0.06 -0.04 -0.06 0.424
H -0.7385 1.3107 -0.1772 -0.04 -0.09 0.03 0.486
H 1.1054 3.0294 2.3527 -0.17 -0.23 -0.05 0.366
H 1.7384 0.6102 -0.0155 -0.02 -0.17 0.03 0.240
H 1.1238 -1.0396 -0.0926 0.01 0.11 0.00 0.202
H 2.6442 -1.4508 2.0372 0.04 0.04 0.01 0.362
H 3.4339 0.0556 1.5441 -0.03 -0.04 0.04 0.341
H 2.1280 -2.8938 -0.2364 -0.05 -0.04 0.04 0.138
H 3.4092 -3.4648 0.8670 -0.05 0.03 -0.02 0.264
H 3.6976 -4.5034 -1.3554 -0.05 0.07 -0.02 0.367
H 3.6908 -2.8893 -2.1285 -0.02 -0.07 0.05 0.370
H 6.8475 -2.1268 -0.6296 -0.06 0.07 -0.03 0.363
H 5.5626 -1.4721 -1.6914 0.05 -0.02 0.07 0.344
H 5.3850 -0.4230 0.5172 0.03 -0.02 0.03 0.387
H 5.3258 -2.0221 1.3131 0.00 0.06 -0.02 0.324
H -0.4159 -1.0439 3.1346 0.11 -0.11 -0.22 1.016
H 0.4290 -2.0704 1.9362 0.03 0.09 0.03 0.372
H -2.6165 -0.0524 2.4959 0.07 0.06 0.13 0.502
H -4.9973 0.5348 2.0505 -0.01 0.11 0.15 0.511
H -4.8375 -2.3685 -2.0237 0.00 -0.10 -0.15 0.423
H -2.5403 -2.8005 -1.4635 0.12 0.09 0.17 0.230
H -8.3948 0.6204 -1.2362 0.17 -0.18 0.13 0.249
H -8.9066 -0.7905 -0.2493 0.27 0.07 -0.05 0.248
H 2.2026 4.3061 0.6273 0.13 0.04 0.06 0.331
```
Positions in Å, forces in eV/Å.

For the HOMO energy, the calculation gives -7.9 eV. As for the SMILES: Cc1cccc(NC(=S)N(CCN2CCOCC2)Cc2cc3cc4c(cc3[nH]c2=O)OCO4)c1. As for the net charge: 0. For the relative energy (zero: lowest compared OMol25 entry of this formula, charge and spin), the calculation gives 131.74 kJ/mol.

---

[2]
Entry from the Open Molecules 2025 dataset: a single C25H28N4O5 molecule (ωB97M-V/def2-TZVPD).

The geometry in XYZ format:
```
62
Properties=species:S:1:pos:R:3:forces:R:3:mulliken_charge:R:1
C 6.2652 0.8771 -0.1777 0.36 -0.15 -0.12 -0.757
O 4.9152 0.7600 0.2424 -0.35 0.09 0.12 -0.268
C 4.4213 -0.4908 0.2702 0.20 -0.12 -0.06 0.256
O 5.0728 -1.4573 -0.0441 -0.02 0.08 0.00 -0.643
C 3.0078 -0.5362 0.7029 -0.26 0.05 0.14 0.515
C 2.3740 -1.7755 0.7855 0.17 0.12 -0.05 -1.036
C 1.0429 -1.8527 1.1350 0.02 0.04 0.08 -0.735
C 0.3106 -0.6991 1.4083 0.23 0.09 0.19 0.298
C -1.1872 -0.8338 1.5923 -0.03 -0.18 -0.24 -0.406
C -1.6924 -1.0605 0.1787 -0.08 0.16 0.27 -0.351
C -1.6246 -0.0702 -0.7655 -0.36 -0.39 0.43 -0.004
N -1.4865 1.2323 -0.4117 -0.02 -0.05 -0.22 -0.088
N -1.7898 -0.3689 -2.0948 -0.04 0.15 -0.14 0.190
C -1.4106 0.6090 -3.1037 -0.03 0.02 -0.31 -1.436
C 0.0381 1.0004 -2.9410 0.10 0.12 -0.06 0.368
C 0.9948 0.0225 -2.6917 -0.03 0.04 -0.05 -0.254
C 2.3188 0.3691 -2.4971 -0.01 -0.05 -0.04 -0.692
C 2.7033 1.6986 -2.5482 0.05 0.08 -0.03 -0.402
C 1.7602 2.6776 -2.8083 0.10 0.07 0.02 -0.753
C 0.4333 2.3312 -3.0013 -0.11 -0.13 -0.08 -0.085
C -2.1310 -1.6421 -2.5324 -0.02 0.14 0.01 0.957
O -2.2641 -1.8816 -3.7144 0.02 -0.10 -0.26 -0.682
N -2.3200 -2.5777 -1.5546 -0.06 -0.30 0.07 -0.107
C -2.7163 -3.9141 -1.9640 -0.12 -0.25 -0.11 -1.185
C -2.0346 -2.4009 -0.1929 0.01 0.50 -0.19 0.349
O -2.0992 -3.3531 0.5645 0.02 -0.20 0.10 -0.688
N -1.7817 0.3325 2.2422 0.02 -0.14 0.08 0.324
C -1.3476 0.4458 3.6300 -0.05 0.39 0.21 -0.678
C -1.9154 1.7380 4.2168 0.32 -0.20 0.06 -0.709
O -3.3218 1.7491 4.1703 -0.09 -0.01 0.14 -0.408
C -3.7775 1.5743 2.8497 -0.09 -0.24 -0.27 -0.790
C -3.2399 0.2833 2.2325 -0.23 0.36 0.10 -0.416
C 0.9587 0.5321 1.3590 -0.06 -0.08 0.11 0.260
C 2.2922 0.6164 1.0090 0.23 -0.15 -0.07 -0.937
H 6.5070 1.9362 -0.1362 -0.03 -0.04 0.00 0.243
H 6.9209 0.3082 0.4848 -0.03 0.07 -0.07 0.312
H 6.3821 0.4949 -1.1944 0.02 0.05 0.08 0.314
H 2.9437 -2.6644 0.5610 0.04 -0.08 -0.02 0.495
H 0.5479 -2.8113 1.1816 -0.07 -0.14 0.00 0.581
H -1.4057 -1.7571 2.1556 0.05 0.16 -0.08 0.812
H -0.9926 1.8625 -1.0208 0.05 0.00 0.01 0.216
H -1.3868 1.3625 0.5904 -0.02 0.11 0.03 0.351
H -1.5701 0.1166 -4.0691 -0.04 0.18 0.23 0.468
H -2.0690 1.4810 -3.0449 0.07 -0.05 -0.02 0.313
H 0.6999 -1.0159 -2.6516 -0.02 -0.14 0.04 0.385
H 3.0496 -0.4018 -2.3058 0.08 -0.08 0.02 0.565
H 3.7353 1.9704 -2.3873 0.11 0.03 0.03 0.384
H 2.0547 3.7154 -2.8575 0.03 0.09 0.00 0.395
H -0.2997 3.1000 -3.2068 -0.10 0.08 0.00 0.408
H -3.4832 -4.2741 -1.2804 0.07 -0.02 -0.06 0.336
H -1.8618 -4.5903 -1.9164 -0.06 -0.02 -0.01 0.315
H -3.0928 -3.8639 -2.9821 0.04 -0.02 0.10 0.413
H -0.2579 0.4644 3.6749 -0.04 0.00 0.05 0.459
H -1.7075 -0.4096 4.2255 0.05 0.01 -0.06 0.335
H -1.6422 1.8365 5.2683 0.05 0.02 -0.08 0.375
H -1.5167 2.5979 3.6549 0.01 -0.06 0.06 0.291
H -4.8667 1.5503 2.9033 0.05 0.02 -0.09 0.363
H -3.4618 2.4288 2.2300 -0.06 -0.06 0.02 0.323
H -3.5927 0.1942 1.2043 -0.04 -0.01 0.03 0.268
H -3.6103 -0.5798 2.8086 0.01 0.00 -0.07 0.404
H 0.4250 1.4377 1.6035 -0.06 0.06 0.05 0.357
H 2.7822 1.5760 0.9608 0.03 0.08 -0.01 0.510
```
Positions in Å, forces in eV/Å.

For the HOMO energy, the calculation gives -8.3 eV. As for the SMILES: COC(=O)c1ccc([C@H](c2c(N)n(Cc3ccccc3)c(=O)n(C)c2=O)N2CCOCC2)cc1. As for the net charge: 0. For the relative energy (zero: lowest compared OMol25 entry of this formula, charge and spin), the calculation gives 56.86 kJ/mol.